A.
This record from OMol25 describes C20H60O10 as an isolated structure. The level of theory is ωB97M-V/def2-TZVPD.

Each line ends with the Löwdin charge.
Element x y z (Å)
C 0.8726 0.9101 1.1805  -0.036
C 0.0032 0.0577 0.2516  -0.382
O 0.1354 0.4589 -1.0484  -0.232
H 0.5634 1.9515 1.2699  0.115
H 1.8723 0.6921 0.8048  0.102
H 0.8086 0.5127 2.1935  -0.004
H -1.0090 0.1850 0.6356  0.078
H 0.4158 -0.9420 0.3878  0.112
H -0.5647 -0.0269 -1.4906  -0.008
C -0.6191 0.5348 3.9126  -0.139
C -1.5201 1.5468 4.6475  -0.244
O -1.3937 1.2612 6.0570  -0.065
H -0.7811 0.6384 2.8397  0.092
H -1.0066 -0.4358 4.2220  0.052
H 0.4126 0.6542 4.2434  0.076
H -2.5647 1.4135 4.3662  0.090
H -1.2395 2.5853 4.4720  0.120
H -1.9053 0.4538 6.1456  0.075
C 2.4439 1.1772 -2.8672  -0.068
C 2.8062 1.3835 -1.4340  -0.235
O 1.6778 1.8755 -0.7849  -0.184
H 1.5433 0.5846 -3.0278  0.037
H 3.3096 0.6766 -3.3008  0.090
H 2.2097 2.0782 -3.4343  0.078
H 3.6222 2.0946 -1.3059  0.124
H 3.1529 0.5093 -0.8829  0.105
H 1.0064 1.2151 -0.5985  -0.076
C 1.9045 -1.9382 3.1473  -0.118
C 1.3476 -0.7048 3.9011  -0.264
O 1.8089 0.4334 3.1365  -0.143
H 1.4768 -2.7835 3.6864  0.112
H 2.9921 -1.8974 3.2076  0.104
H 1.4859 -1.9724 2.1415  -0.032
H 1.5710 -0.6874 4.9678  0.138
H 0.2662 -0.8359 3.8645  0.047
H 2.6519 0.2623 2.7103  0.109
C 0.9607 -1.5636 -1.8493  -0.023
C 0.1805 -2.2618 -3.0518  -0.236
O -0.1967 -1.3476 -4.0307  -0.108
H 0.4132 -1.0379 -1.0670  0.048
H 1.6461 -0.8834 -2.3549  0.082
H 1.5892 -2.2848 -1.3268  -0.005
H -0.7237 -2.8023 -2.7718  0.085
H 0.7641 -3.1341 -3.3463  0.113
H -1.1353 -1.4666 -4.1933  0.061
C -1.0135 2.7625 -0.8710  -0.024
C 0.1973 3.4106 -1.5761  -0.258
O 0.2965 3.1346 -2.9374  -0.151
H -1.2703 1.8322 -1.3776  0.060
H -1.8130 3.4970 -0.9688  0.091
H -0.7965 2.6820 0.1942  0.087
H 1.0243 2.9711 -1.0184  0.005
H 0.1758 4.4983 -1.5098  0.126
H 0.9379 3.7207 -3.3458  0.127
C -2.6019 -0.8321 1.7218  -0.045
C -2.9148 -0.9135 3.2072  -0.183
O -1.9074 -1.8877 3.7528  -0.132
H -2.6371 -1.8032 1.2280  0.088
H -1.6837 -0.3560 1.3777  0.032
H -3.3665 -0.2607 1.1955  0.100
H -3.8130 -1.4105 3.5737  0.123
H -2.7008 -0.0042 3.7689  0.050
H -2.3387 -2.6934 4.0468  0.083
C -2.4805 -0.7522 -2.6614  -0.043
C -2.1007 -1.4335 -1.2885  -0.155
O -1.3467 -0.4672 -0.6129  -0.235
H -1.7660 0.0156 -2.9582  -0.008
H -3.3967 -0.1916 -2.4757  0.096
H -2.5573 -1.6287 -3.3048  0.099
H -1.4157 -2.2512 -1.5130  0.100
H -3.0171 -1.5730 -0.7150  0.113
H -2.0079 0.2124 -0.4634  0.138
C -0.6478 1.0695 -3.5905  -0.115
C -2.0492 1.7745 -3.5171  -0.224
O -1.8581 3.2320 -3.5517  -0.109
H -0.8645 0.1980 -4.2082  0.062
H -0.3395 0.8239 -2.5743  0.052
H 0.1254 1.5693 -4.1740  0.114
H -2.7201 1.4608 -2.7173  0.080
H -2.5478 1.6122 -4.4727  0.125
H -1.2324 3.4228 -2.8491  -0.010
C 2.2313 -2.1317 1.0258  -0.156
C 2.8510 -2.6520 -0.2710  -0.250
O 3.9676 -3.4991 0.0862  -0.056
H 1.7949 -2.9630 1.5795  0.117
H 1.3472 -1.5084 0.8917  0.066
H 2.8972 -1.5806 1.6899  0.086
H 3.2456 -1.8707 -0.9207  0.115
H 2.0679 -3.1795 -0.8155  0.094
H 4.7907 -3.1969 -0.3046  0.078

Properties
2S+1: 1
Orbital gap: 7.57 eV

=====

B.
This record from OMol25 describes a 10-piece molecular cluster, C20H60O10 overall. The level of theory is ωB97M-V/def2-TZVPD.

Each line ends with the Löwdin charge.
Element x y z (Å)
C -3.6978 -0.5133 -0.4366  -0.082
C -3.3063 0.6085 0.4979  -0.333
O -4.4760 1.3570 0.7960  -0.073
H -4.1381 -0.1023 -1.3474  0.079
H -4.4865 -1.1148 0.0264  0.081
H -2.8663 -1.1670 -0.6907  0.045
H -2.5698 1.2584 0.0055  0.096
H -2.7995 0.2170 1.3851  0.091
H -4.2373 2.0390 1.4298  0.073
C 0.4833 -0.2589 -0.3404  -0.061
C 0.6439 1.1734 0.1155  -0.309
O -0.0709 1.4195 1.3264  -0.102
H -0.5411 -0.5362 -0.5767  0.060
H 0.8748 -0.9288 0.4290  0.062
H 1.1321 -0.3589 -1.2140  0.065
H 0.2862 1.8358 -0.6849  0.091
H 1.7053 1.4197 0.2411  0.108
H 0.0887 2.3422 1.5616  0.031
C 3.9147 1.3478 -2.1341  -0.087
C 3.1931 2.6791 -2.2476  -0.325
O 1.8356 2.4539 -2.6014  -0.097
H 4.9954 1.5075 -2.1766  0.075
H 3.6670 0.6817 -2.9567  0.064
H 3.6926 0.8996 -1.1652  0.065
H 3.6895 3.3124 -2.9980  0.110
H 3.2713 3.2183 -1.2927  0.102
H 1.3993 3.3116 -2.7024  0.032
C -1.9803 -3.9121 -1.5692  -0.089
C -1.4123 -5.1140 -2.2839  -0.307
O -1.1899 -4.7766 -3.6621  -0.082
H -1.2869 -3.0742 -1.5368  0.066
H -2.1743 -4.1981 -0.5262  0.074
H -2.9517 -3.6372 -1.9784  0.077
H -2.1279 -5.9391 -2.2185  0.111
H -0.4761 -5.4181 -1.8095  0.089
H -0.4676 -5.3033 -4.0085  0.063
C -2.6204 2.4447 5.1052  -0.081
C -1.1813 2.5755 4.6862  -0.319
O -0.4163 2.9733 5.8353  -0.076
H -2.9527 3.3492 5.6134  0.078
H -2.7510 1.5846 5.7609  0.079
H -3.2604 2.3084 4.2312  0.067
H -1.0705 3.3210 3.8882  0.098
H -0.7964 1.6329 4.2824  0.100
H 0.4181 3.3408 5.5342  0.066
C -2.0450 4.0180 -2.3666  -0.080
C -1.0803 4.1922 -3.5233  -0.283
O 0.1916 4.6752 -3.0741  -0.104
H -3.0343 3.7177 -2.7138  0.079
H -2.1317 4.9398 -1.7897  0.072
H -1.6821 3.2232 -1.7114  0.060
H -1.4756 4.8490 -4.3035  0.113
H -0.8919 3.2298 -4.0006  0.118
H 0.1406 5.6291 -2.9753  0.095
C -0.1871 -1.5347 3.1366  -0.077
C -1.5449 -2.0845 2.7942  -0.305
O -1.4467 -3.5160 2.7253  -0.091
H -0.2217 -0.4480 3.0575  0.051
H 0.5584 -1.9026 2.4312  0.056
H 0.1254 -1.8761 4.1237  0.081
H -1.8766 -1.7009 1.8216  0.087
H -2.2988 -1.7861 3.5314  0.113
H -2.3240 -3.8843 2.5903  0.077
C 0.5599 5.2388 0.2817  -0.083
C 0.8070 5.2278 1.7584  -0.301
O 1.0507 3.8838 2.1634  -0.090
H 0.4258 6.2713 -0.0453  0.084
H -0.3214 4.6543 0.0084  0.067
H 1.3951 4.8062 -0.2739  0.074
H -0.0621 5.6394 2.2852  0.115
H 1.6699 5.8603 1.9943  0.116
H 1.3417 3.8890 3.0796  0.089
C 3.3473 -2.5822 -2.2841  -0.079
C 2.8528 -3.6017 -3.2643  -0.292
O 2.3937 -4.7692 -2.5599  -0.088
H 3.7159 -1.7123 -2.8242  0.067
H 4.1593 -2.9756 -1.6721  0.085
H 2.5410 -2.2749 -1.6153  0.064
H 3.6757 -3.8882 -3.9400  0.114
H 2.0869 -3.1874 -3.9283  0.115
H 1.8939 -5.3090 -3.1762  0.078
C 0.9412 -5.6291 1.0135  -0.079
C 1.8961 -4.4618 0.8370  -0.331
O 3.1189 -4.8582 0.2622  -0.083
H 1.3151 -6.3275 1.7640  0.074
H 0.8445 -6.1544 0.0629  0.060
H -0.0283 -5.2753 1.3681  0.053
H 2.1307 -4.0093 1.8040  0.108
H 1.4042 -3.6711 0.2515  0.097
H 3.0841 -4.7847 -0.6969  0.028

Properties
2S+1: 1
SMILES: CCO.CCO.CCO.CCO.CCO.CCO.CCO.CCO.CCO.CCO
Orbital gap: 9.72 eV

=====

Of them, A has the lowest stability.